11
Properties=species:S:1:pos:R:3 method="wB97M-V/def2-TZVPD" fmax_ev_per_a=3.77 total_charge=+2 s_squared=0.78 orbital_gap_ev="12.35 / 6.86" multiplicity=2
O -3.02 -0.83 -0.88
Cs 3.64 -0.72 0.62
O -1.28 0.37 -0.08
C -2.39 0.26 -0.49
O -3.47 1.07 -0.18
C -4.42 0.22 -0.54
C -5.63 0.03 0.36
H -4.84 0.34 -1.58
H -6.32 0.86 0.13
H -6.12 -0.91 0.07
H -5.23 0.03 1.39

---

9
Properties=species:S:1:pos:R:3 method="wB97M-V/def2-TZVPD" fmax_ev_per_a=2.78 orbital_gap_ev=8.80 relative_energy_kj_mol=306.6
C 0.67 -1.10 0.16
C -0.13 1.24 -0.09
N -1.57 -1.10 0.24
P -1.92 0.35 -0.01
S 0.97 0.41 0.96
H 1.09 -1.97 0.72
H 0.97 -1.02 -0.94
H 0.18 0.94 -1.17
H -0.24 2.25 0.15